Record 1
{"formula": "C3H6F2", "method": "ωB97M-V with the def2-TZVPD basis set", "smiles": "C[C@@H](F)CF", "homo_ev": -11.60, "lumo_ev": 1.2, "molar_mass_g_mol": 80.077, "max_force_ha_per_bohr": 0.06815, "total_charge": 0, "species": ["C", "C", "F", "C", "F", "H", "H", "H", "H", "H", "H"], "positions_angstrom": [[-0.455259, -1.157081, 0.440421], [-0.114318, -0.058477, -0.596149], [-1.306039, 0.363779, -1.241672], [0.495723, 1.238300, -0.040978], [1.755573, 0.875846, 0.237623], [0.539312, -1.355954, 0.917173], [-0.844409, -2.182573, 0.064478], [-1.115647, -0.727981, 1.254531], [0.666166, -0.474761, -1.171598], [0.291135, 1.946524, -0.806818], [0.087763, 1.532378, 0.942989]], "forces_ev_per_a": [[0.264, -0.052, 0.832], [-2.274, 0.105, 2.112], [0.908, -0.671, -0.303], [-2.326, -2.148, 1.503], [2.535, 0.464, -0.128], [-0.798, -0.052, -0.167], [0.511, 2.063, 0.275], [0.506, -0.678, -0.999], [0.335, -0.292, -1.925], [0.753, 1.122, -0.557], [-0.414, 0.139, -0.643]], "mulliken_charge": [-1.026, 0.246, -0.342, -0.273, -0.280, 0.300, 0.288, 0.270, 0.292, 0.299, 0.226]}



Record 2
{"formula": "CH6N3O", "method": "ωB97M-V with the def2-TZVPD basis set", "homo_ev": -2.60, "lumo_ev": 4.8, "molar_mass_g_mol": 76.079, "max_force_ha_per_bohr": 0.05168, "total_charge": -1, "species": ["C", "N", "N", "N", "O", "H", "H", "H", "H", "H", "H"], "positions_angstrom": [[0.680396, 0.479672, -1.082802], [-0.973731, -0.804288, 1.523051], [-0.101596, 0.229978, 1.378139], [1.125458, -0.355261, 0.022249], [0.566431, -1.552159, -0.049114], [0.525320, 1.572395, -0.792097], [1.559787, 0.473601, -1.742634], [-0.293876, 0.261891, -1.440107], [-1.784071, -0.632245, 0.838393], [-0.212693, -1.584167, 0.825551], [0.422774, 0.162950, 2.224510]], "forces_ev_per_a": [[1.219, 2.083, 1.042], [-0.965, -0.110, -1.101], [-1.012, 1.313, -0.476], [-1.104, 0.769, 2.291], [0.825, -1.929, -1.499], [0.646, -1.142, 0.273], [-0.798, -0.080, -0.818], [-0.766, -1.014, -0.996], [1.404, -0.197, 1.020], [-0.659, 0.300, -0.075], [1.210, 0.006, 0.338]], "mulliken_charge": [-0.673, -0.730, -0.394, -0.327, -0.522, 0.231, 0.251, 0.347, 0.205, 0.390, 0.225]}



Record 3
{"formula": "C19H26N8", "method": "ωB97M-V with the def2-TZVPD basis set", "smiles": "c1ccncc1.CC#N.CC#N.CC#N.CC#N.CC#N.CC#N.CC#N", "homo_ev": -9.92, "lumo_ev": 0.6, "molar_mass_g_mol": 366.473, "max_force_ha_per_bohr": 0.09308, "total_charge": 0, "species": ["C", "C", "C", "N", "C", "C", "H", "H", "H", "H", "H", "C", "C", "N", "H", "H", "H", "C", "C", "N", "H", "H", "H", "C", "C", "N", "H", "H", "H", "C", "C", "N", "H", "H", "H", "C", "C", "N", "H", "H", "H", "C", "C", "N", "H", "H", "H", "C", "C", "N", "H", "H", "H"], "positions_angstrom": [[-5.548646, 1.919499, 3.252907], [-5.346644, 1.452259, 1.969553], [-4.626207, 0.264600, 1.825063], [-4.226246, -0.482850, 2.841100], [-4.531092, -0.071644, 4.081398], [-5.150462, 1.119840, 4.287400], [-5.889521, 2.950263, 3.396244], [-5.645702, 2.002912, 1.037630], [-4.360654, -0.085538, 0.823342], [-4.271060, -0.648903, 4.947969], [-5.228817, 1.382708, 5.343956], [1.183062, 3.280810, 0.120820], [0.969420, 3.857075, 1.434238], [0.734060, 4.399892, 2.425556], [2.220079, 3.208104, -0.160085], [0.686295, 3.824438, -0.683344], [0.785835, 2.215031, 0.064700], [4.446675, -0.999872, -3.504618], [4.159502, -2.283464, -2.853344], [3.989969, -3.333837, -2.362427], [3.772992, -0.153150, -3.302031], [4.505868, -1.094622, -4.577802], [5.405307, -0.612553, -3.094471], [-1.864253, 2.857541, 3.521511], [-1.714189, 2.399735, 2.149300], [-1.639454, 1.997180, 1.059554], [-0.959787, 3.445016, 3.770734], [-1.791063, 2.042445, 4.198948], [-2.859028, 3.355948, 3.609841], [5.128507, -1.340580, 0.579325], [4.575674, -0.144258, -0.062202], [4.191421, 0.799821, -0.607921], [4.575821, -1.710209, 1.452297], [6.162640, -1.177759, 0.883692], [5.050889, -2.183283, -0.144690], [-0.076607, -0.757569, 0.286349], [0.350024, -1.193932, -1.013683], [0.654524, -1.583794, -2.056658], [-0.135302, -1.636459, 0.897252], [-1.048943, -0.298574, 0.170428], [0.632546, -0.071174, 0.758592], [0.905388, -4.481698, -0.811124], [1.766995, -3.805974, 0.159147], [2.423107, -3.189110, 0.862326], [0.412858, -5.381836, -0.401643], [1.445536, -4.867641, -1.651707], [0.055383, -3.912534, -1.170425], [-0.212799, -0.200597, -5.524072], [-1.673151, -0.263695, -5.791458], [-2.762394, -0.358768, -6.024331], [0.252125, -0.838753, -6.251374], [0.007072, -0.427191, -4.488311], [0.112433, 0.816686, -5.673468]], "forces_ev_per_a": [[-0.118, 1.192, -0.898], [0.187, 0.263, -1.235], [-0.298, -0.018, -0.297], [0.229, -0.619, 0.494], [0.138, -0.199, -1.471], [-0.070, 0.495, 2.111], [-0.280, -0.545, 0.152], [0.311, -0.454, 1.227], [-0.071, 0.054, 0.315], [0.354, -0.567, -0.036], [-0.344, 0.424, -0.357], [-0.525, -1.913, -0.727], [-0.338, 0.739, 0.329], [0.352, -0.526, -0.572], [0.552, 0.118, 0.235], [-0.190, 0.221, 0.359], [0.351, 1.414, 0.307], [0.675, 0.949, 0.735], [-0.641, -1.941, 0.865], [0.393, 2.544, -1.131], [-0.323, -0.820, 0.277], [0.181, -0.290, -0.268], [-0.357, -0.459, -0.466], [0.173, 0.921, -0.353], [-0.083, -1.025, -1.768], [-0.099, 0.759, 1.764], [-0.857, 0.409, -0.235], [-0.377, -1.022, 0.440], [1.043, -0.105, 0.190], [-0.193, -0.942, -0.309], [-0.183, 0.466, -0.015], [0.204, -0.774, 0.449], [-0.157, 0.572, -0.258], [-0.030, 0.062, -0.220], [0.266, 0.587, 0.368], [0.096, 0.275, 0.158], [0.659, -0.258, -1.415], [-0.208, 0.439, 0.556], [-0.198, -0.420, 0.551], [-0.172, 0.225, 0.294], [-0.141, -0.054, -0.254], [-0.908, -1.333, 0.556], [-0.827, -0.204, -1.025], [0.349, 0.212, 0.563], [0.480, 0.317, 0.406], [0.636, 0.242, -0.496], [0.339, 0.633, 0.045], [-1.340, 0.551, -0.044], [4.644, 0.245, 1.131], [-3.998, -0.264, -0.827], [0.522, -0.395, 0.002], [0.043, -0.539, 0.059], [0.143, 0.361, -0.261]], "mulliken_charge": [-0.348, -0.163, -0.229, -0.569, -0.281, -0.190, 0.400, 0.301, 0.368, 0.365, 0.331, -0.510, 0.483, -0.521, 0.311, 0.291, -0.089, -0.925, 0.457, -0.461, 0.275, 0.344, 0.302, -0.733, 0.463, -0.506, 0.342, 0.255, 0.203, -0.729, 0.441, -0.469, 0.282, 0.317, 0.172, -0.729, 0.343, -0.478, 0.399, 0.246, 0.228, -0.977, 0.454, -0.418, 0.350, 0.316, 0.287, -0.466, 0.239, -0.327, 0.252, 0.042, 0.257]}



Number 1: Kohn-Sham gap 12.753 eV. Number 2: Kohn-Sham gap 7.417 eV. Number 3: Kohn-Sham gap 10.475 eV.